This record from the OMol25 dataset describes C42H51AsN6O5PbS5Si as an isolated structure at a distorted geometry. The level of theory is the ωB97M-V functional and the def2-TZVPD basis.

```
112
Properties=species:S:1:pos:R:3:forces:R:3
Pb 0.12326 -0.20006 0.26767 -0.645 -0.141 -0.053
S 2.39198 4.16368 6.68280 -0.052 -0.114 -0.239
N 3.22154 3.09192 5.81031 0.328 -0.167 0.055
C 2.48780 2.77309 4.76074 -0.407 0.380 0.262
C 2.85082 1.84777 3.71601 -0.022 -0.233 -0.329
C 4.10335 1.23165 3.64670 -0.129 0.002 -0.063
C 4.37702 0.39512 2.58847 0.048 0.042 0.106
C 3.37618 0.16129 1.64845 -0.053 -0.088 0.000
N 2.17933 0.72025 1.71472 0.032 0.324 -0.098
C 1.90717 1.58261 2.70870 0.468 -0.084 0.169
C 0.62187 2.29225 2.68177 -0.379 0.340 0.232
N -0.21614 2.02767 1.67371 0.342 0.332 -0.084
C -1.31861 2.73578 1.52182 -0.002 -0.028 0.062
C -1.68158 3.74786 2.41021 -0.069 0.044 0.063
C -0.87694 3.99064 3.50027 0.109 -0.093 -0.027
C 0.30429 3.25724 3.65147 -0.171 -0.160 -0.355
C 1.23564 3.46251 4.73182 0.515 -0.093 0.242
N 1.07398 4.27150 5.76140 -0.298 0.211 0.047
H 4.83089 1.43551 4.42040 0.038 0.007 -0.008
H 5.34428 -0.07408 2.48173 -0.008 -0.044 -0.015
H 3.53292 -0.50954 0.81150 0.051 -0.039 0.044
H -1.92075 2.48680 0.65215 -0.049 0.051 -0.008
H -2.58013 4.32359 2.24050 -0.026 -0.015 -0.005
H -1.11973 4.74402 4.23744 -0.034 0.028 -0.018
C 0.05242 -5.24616 4.92674 0.019 0.062 -0.007
C 0.76726 -4.12629 4.52877 0.089 -0.044 0.087
C 0.24575 -3.26378 3.58084 -0.259 0.039 -0.213
C -1.00888 -3.50986 3.02791 0.125 -0.664 0.676
C -1.72744 -4.64243 3.42916 0.098 0.158 -0.188
C -1.19386 -5.50217 4.36885 -0.009 -0.037 0.055
N -1.50238 -2.62415 2.04924 -0.092 0.931 -0.860
N -2.72447 -2.72198 1.87129 0.133 -1.056 0.560
C -3.40539 -2.00414 0.89622 -0.271 1.010 -1.019
C -4.73269 -1.75853 1.29913 0.439 -0.015 -0.010
C -5.57123 -0.93911 0.58533 -0.190 0.171 -0.031
C -5.11271 -0.33991 -0.57904 -0.155 0.070 -0.051
C -3.86449 -0.65168 -1.07112 0.267 -0.029 0.102
C -2.99686 -1.50789 -0.38568 -0.057 -0.477 0.678
H 0.46722 -5.91776 5.66671 0.005 -0.027 -0.020
H 1.74358 -3.92713 4.95127 -0.008 0.002 0.016
H 0.80156 -2.39380 3.27078 0.085 0.161 -0.151
H -2.68884 -4.83225 2.97450 0.006 -0.046 0.010
H -1.74999 -6.38140 4.66521 0.000 -0.019 0.000
H -5.05223 -2.20932 2.22870 0.027 -0.035 0.002
H -6.57658 -0.75326 0.93777 -0.008 0.015 0.011
H -5.74684 0.34323 -1.12772 -0.004 0.001 -0.042
H -3.52204 -0.21324 -2.00073 -0.064 -0.027 -0.066
O -0.67027 -7.02759 0.26348 0.031 -0.039 0.000
C -0.50880 -5.87427 -0.01869 -0.062 0.062 0.037
S 1.06515 -5.05795 -0.02596 0.010 0.117 0.006
C 0.50565 -3.45972 -0.49003 -0.638 0.038 0.248
C -0.83634 -3.34515 -0.67922 0.215 -0.204 -0.080
S -1.56488 -1.90514 -1.37916 -0.156 -0.555 0.267
S -1.82888 -4.77741 -0.46134 -0.009 0.018 -0.181
S 1.72210 -2.23686 -0.63346 0.421 -0.100 -0.249
C 4.68419 -0.22800 -4.68992 0.027 0.000 0.032
As 3.87068 -0.85591 -3.00182 0.294 0.022 -0.178
C 5.37941 -0.31849 -1.84470 -0.027 -0.025 -0.007
C 4.41174 -2.73292 -3.22888 0.006 -0.022 0.043
H 5.72142 -0.55749 -4.76576 0.011 -0.007 0.036
H 4.65513 0.86020 -4.74825 -0.039 0.006 0.037
H 4.13428 -0.63062 -5.54100 -0.069 0.002 0.043
H 5.27559 -0.78845 -0.86587 -0.005 -0.036 -0.001
H 5.37890 0.76336 -1.70668 -0.045 0.008 -0.021
H 6.33408 -0.61823 -2.27810 0.000 -0.026 -0.011
H 4.17405 -3.30505 -2.33280 -0.040 0.057 0.018
H 5.48049 -2.81224 -3.43244 0.009 0.049 -0.018
H 3.86148 -3.16842 -4.06332 -0.030 0.035 0.006
C 2.39725 2.59619 -2.70324 -0.270 0.051 0.020
C 1.59625 3.71783 -2.04108 0.414 0.198 0.108
C 1.97460 5.05079 -2.68702 -0.162 -0.165 0.048
C 1.89025 3.72809 -0.53844 -0.108 -0.035 -0.236
O 0.19341 3.55159 -2.21246 -0.143 0.006 0.066
Si -0.64844 2.16546 -2.50954 -0.045 0.192 0.137
O -0.30657 0.95002 -1.55269 0.564 -0.317 0.283
O -2.23278 2.49224 -2.19700 -0.119 0.071 -0.015
C -3.03063 3.62005 -2.52908 -0.292 0.310 -0.062
C -2.78729 4.71701 -1.48646 0.065 -0.260 -0.130
C -2.70022 4.15529 -3.92326 0.105 -0.194 0.197
C -4.48491 3.15117 -2.48383 0.221 0.003 -0.011
O -0.39888 1.91952 -4.11309 0.047 0.020 0.069
C -0.57665 0.77329 -4.93411 -0.038 -0.391 -0.285
C -0.29808 1.23206 -6.36428 -0.061 0.030 0.212
C -2.00293 0.23804 -4.79593 0.182 0.274 0.064
C 0.41744 -0.31381 -4.52728 -0.083 0.227 0.076
H 3.46676 2.79398 -2.61652 0.019 -0.006 0.013
H 2.12523 2.52597 -3.75590 0.072 -0.032 -0.061
H 2.16998 1.64130 -2.22854 0.054 -0.094 -0.037
H 3.04367 5.23901 -2.58093 0.011 0.025 0.006
H 1.42135 5.87456 -2.23445 -0.021 -0.008 0.030
H 1.72596 5.00829 -3.74777 0.025 0.058 -0.033
H 2.95619 3.87354 -0.35464 0.021 0.009 0.038
H 1.58052 2.76811 -0.12383 0.048 0.006 0.088
H 1.32644 4.52141 -0.04425 -0.008 0.023 0.013
H -1.71259 4.87678 -1.40779 0.011 0.136 0.030
H -3.16944 4.40123 -0.51335 -0.029 0.026 0.025
H -3.27583 5.64610 -1.78093 -0.035 0.026 0.059
H -1.66684 4.50211 -3.94328 0.012 0.067 -0.103
H -3.36661 4.97891 -4.17980 0.011 0.031 -0.007
H -2.81037 3.36190 -4.66195 -0.003 0.020 -0.058
H -4.71435 2.74416 -1.49773 -0.010 0.002 0.019
H -4.64274 2.36984 -3.22897 -0.031 -0.019 -0.017
H -5.16025 3.98091 -2.69442 -0.045 0.004 0.012
H -0.97570 2.04137 -6.63848 -0.030 0.001 -0.024
H -0.42004 0.40929 -7.06908 0.000 -0.025 -0.011
H 0.72475 1.60467 -6.42728 0.016 0.011 -0.046
H -2.72424 1.02180 -5.03127 -0.046 -0.009 -0.010
H -2.15433 -0.07692 -3.76278 -0.104 -0.090 -0.015
H -2.16769 -0.60945 -5.46096 -0.002 -0.042 0.024
H 1.43730 0.04326 -4.67093 0.046 -0.014 -0.019
H 0.26753 -1.21962 -5.11624 0.009 -0.019 -0.022
H 0.28972 -0.54018 -3.46914 0.060 -0.115 0.018
```
Positions in Å, forces in eV/Å.

Its charge is 0. The energy above the lowest of the compared OMol25 structures with the same formula, charge and spin is 0.00 kcal per mole. The HOMO-LUMO gap comes out at 6.09 eV. The calculation puts the lowest unoccupied orbital energy at -1.11 eV.

This record from the OMol25 dataset describes C42H51BeBrGeN3OSi4Te as an isolated structure at a distorted geometry. The level of theory is the ωB97M-V functional and the def2-TZVPD basis.

```
105
Properties=species:S:1:pos:R:3:forces:R:3
Be -0.43860 -0.36000 0.92170 -0.280 -0.257 1.342
Br 7.21820 -6.21750 3.84830 -0.094 0.133 0.106
C 6.35350 -4.63970 4.48380 0.204 -0.150 -0.069
C 7.11900 -3.52470 4.78940 0.029 -0.334 -0.131
C 6.49700 -2.37190 5.21580 -0.578 0.292 -0.069
C 5.09680 -2.30400 5.30070 0.592 -1.419 -0.897
C 4.35080 -3.46160 5.01250 0.036 0.458 0.169
C 4.97410 -4.62230 4.61580 0.123 -0.113 -0.115
N 4.51750 -1.18230 5.82640 -0.606 1.223 1.128
N 3.43740 -0.64930 5.46330 0.491 0.403 0.968
C 2.86390 -0.78580 4.24280 -0.415 -0.472 -1.493
C 3.57170 -1.11860 3.06580 0.114 0.063 0.151
C 2.98270 -1.14130 1.82270 0.017 -0.115 -0.125
C 1.62140 -0.86130 1.70060 0.348 0.103 0.476
O 0.91730 -0.84450 0.56330 0.074 -0.117 -0.650
C 0.90160 -0.49720 2.83190 0.645 -0.157 0.259
N -0.41260 -0.18860 2.56340 -0.073 0.042 -0.816
C -1.18360 0.15710 3.62140 -0.599 0.111 0.203
C -0.70260 0.21620 4.90220 -0.170 0.016 -0.214
C 0.63820 -0.08000 5.17910 -0.005 0.071 0.204
C 1.47770 -0.43170 4.12280 0.287 -0.206 -0.087
H 8.19410 -3.56310 4.69230 0.040 -0.010 -0.012
H 7.07260 -1.48550 5.43780 0.048 0.043 0.122
H 3.27380 -3.42800 5.10370 -0.034 -0.006 0.003
H 4.38680 -5.49950 4.38610 0.031 -0.066 0.001
H 4.63140 -1.31680 3.13720 0.000 -0.008 -0.020
H 3.55940 -1.37530 0.94140 0.072 -0.006 -0.106
H -2.21830 0.37120 3.38920 -0.046 0.035 0.089
H -1.37440 0.49260 5.70000 -0.086 0.028 0.049
H 1.02420 -0.04350 6.18430 0.052 0.021 0.081
C -3.70960 -2.33720 2.27600 -0.308 0.191 -0.706
Si -4.73950 -2.31070 0.66740 -0.015 -0.581 0.249
C -4.02950 -3.51500 -0.63010 -0.172 0.578 0.403
C -6.53640 -2.83910 1.05320 0.559 0.427 -0.200
Si -4.72780 -0.10270 -0.29070 0.206 -0.021 0.038
Te -2.03550 0.18100 -0.67250 -1.145 -0.203 -0.527
Si -5.56570 0.01800 -2.54860 -0.151 0.026 -0.731
C -7.43650 -0.37790 -2.55080 0.658 0.150 0.270
C -5.29290 1.77720 -3.24660 0.010 -0.655 0.430
C -4.72070 -1.26750 -3.68200 -0.107 0.427 0.579
Si -5.83490 1.57280 1.03180 -0.445 0.518 0.507
C -5.25870 3.32680 0.52900 -0.011 -0.682 0.070
C -5.67630 1.24720 2.91220 0.243 0.032 -0.726
C -7.72680 1.47270 0.74330 0.641 -0.200 -0.215
H -3.73490 -3.30500 2.76840 -0.063 -0.242 -0.068
H -4.08570 -1.60880 2.98740 -0.091 0.202 0.117
H -2.66930 -2.09170 2.07350 0.158 0.029 -0.003
H -3.95680 -4.53210 -0.25910 -0.005 -0.151 0.234
H -3.03690 -3.20120 -0.93810 0.228 0.037 -0.086
H -4.65730 -3.53860 -1.51410 -0.153 0.046 -0.185
H -6.60340 -3.89220 1.30970 0.165 -0.202 0.027
H -7.18040 -2.67110 0.19670 -0.156 0.025 -0.223
H -6.94680 -2.27630 1.88420 -0.070 0.178 0.205
H -7.99800 0.35850 -1.98890 -0.136 0.172 0.167
H -7.63040 -1.35040 -2.11050 -0.024 -0.226 0.128
H -7.84290 -0.39580 -3.55720 0.105 0.040 -0.280
H -5.80380 2.51950 -2.64210 -0.092 0.163 0.193
H -5.66480 1.87800 -4.26180 -0.120 -0.162 -0.202
H -4.23710 2.03250 -3.25990 0.184 0.050 0.044
H -5.06920 -2.27050 -3.45790 -0.057 -0.179 0.110
H -3.64190 -1.25150 -3.55530 0.206 -0.018 0.009
H -4.93150 -1.08360 -4.73100 -0.124 0.192 -0.161
H -4.30910 3.29780 0.00070 0.167 0.045 -0.072
H -5.13660 3.98070 1.38510 0.028 0.063 0.263
H -5.98410 3.78790 -0.13250 -0.197 0.009 -0.180
H -4.66510 1.35530 3.28530 0.282 -0.020 0.080
H -6.00280 0.23670 3.13950 -0.095 -0.209 0.032
H -6.30460 1.93340 3.47400 -0.155 0.165 -0.039
H -8.03090 1.95750 -0.17830 0.008 0.105 -0.220
H -8.26590 1.95240 1.55720 0.093 0.100 0.177
H -8.06430 0.44250 0.69120 -0.106 -0.247 0.035
C -1.51220 4.45640 4.02110 -0.057 0.049 0.049
C -2.45150 3.53280 3.59810 -0.157 -0.046 0.080
C -2.36850 2.99500 2.32540 -0.101 -0.084 -0.122
C -1.35540 3.37330 1.46040 -0.172 -0.582 -0.562
C -0.43400 4.32160 1.88590 0.222 0.093 -0.245
C -0.50750 4.85980 3.15740 0.002 0.079 0.088
Ge -1.08870 2.52690 -0.31810 0.507 1.661 -0.056
C -1.79500 3.66660 -1.78040 0.158 -0.534 0.446
C -2.19110 4.96980 -1.52480 0.018 0.030 0.348
C -2.53200 5.82040 -2.56110 -0.071 0.133 -0.070
C -2.48190 5.36880 -3.86970 -0.034 0.063 -0.067
C -2.11500 4.05970 -4.13610 -0.020 -0.018 -0.116
C -1.77490 3.21570 -3.09380 0.113 -0.245 0.006
C 0.88650 2.55490 -0.49370 -0.508 -0.254 0.054
C 1.64770 2.26480 0.63080 -0.101 -0.130 0.163
C 3.01940 2.43670 0.62750 0.085 0.020 0.141
C 3.65310 2.92260 -0.50400 -0.004 -0.001 -0.052
C 2.90710 3.20380 -1.63680 0.094 0.058 -0.080
C 1.53460 3.01460 -1.63160 -0.289 0.034 -0.275
H -1.56500 4.86090 5.02160 0.007 0.028 0.059
H -3.24200 3.22110 4.26680 -0.054 -0.037 0.054
H -3.09270 2.26170 1.99340 -0.038 -0.077 0.082
H 0.36380 4.62430 1.22050 0.077 0.052 0.031
H 0.22670 5.58240 3.48250 0.057 0.055 -0.004
H -2.22450 5.31780 -0.49960 -0.011 0.114 0.036
H -2.83460 6.83550 -2.34550 -0.004 0.062 -0.009
H -2.72320 6.03490 -4.68560 -0.066 0.047 -0.032
H -2.09580 3.69940 -5.15540 0.033 -0.018 -0.049
H -1.47700 2.19250 -3.29920 -0.010 -0.016 -0.094
H 1.15680 1.92470 1.53260 0.036 -0.069 0.148
H 3.58650 2.21040 1.51810 0.054 -0.056 0.081
H 4.72120 3.09200 -0.50070 0.038 -0.037 -0.008
H 3.39430 3.58910 -2.52200 0.001 -0.005 -0.057
H 0.95720 3.24910 -2.51750 0.035 0.052 -0.058
```
Positions in Å, forces in eV/Å.

Its charge is 0. The energy above the lowest of the compared OMol25 structures with the same formula, charge and spin is 23.66 kcal per mole. The HOMO-LUMO gap (spin up / spin down) comes out at 4.21 / 5.78 eV. Its multiplicity is 2. The calculation puts the lowest unoccupied orbital energy (spin up / spin down) at -0.83 / -0.84 eV. The expectation value of S² is 0.8030.